# 1
Here is a molecular structure, C18H20BrN4O2PtS from OMol25. Energies are from the ωB97M-V functional and the def2-TZVPD basis.

Structure (ORCA input):
```
! wB97M-V def2-TZVPD RIJCOSX def2/J DEFGRID3
* xyz 1 1
H -0.114 -6.604 0.451
N -0.005 3.948 1.505
H -0.524 5.150 -0.156
S -0.922 1.882 2.913
C 1.096 2.121 -2.578
H 0.607 3.871 -5.989
H 1.400 -0.483 -2.249
C -1.074 -7.252 2.246
C -0.017 5.225 0.809
Br -1.003 -1.759 1.929
C -0.547 -4.712 3.227
H 1.185 -2.575 -1.110
H -2.022 -7.618 4.137
H 0.842 3.400 1.487
H 2.714 1.086 -3.530
H -0.274 -3.763 3.663
C -1.067 3.362 2.008
H 0.986 -4.543 0.183
C -0.191 -5.023 1.910
O -0.744 3.435 -1.725
H -0.860 4.440 -4.078
H 2.435 1.479 -1.065
C 0.379 -4.079 0.956
C 1.914 1.809 -3.659
H 1.009 5.535 0.641
H -2.428 4.744 1.342
C -1.201 -5.641 4.018
H 2.371 2.150 -5.723
C -0.081 3.695 -3.978
C 0.081 3.077 -2.738
C 1.344 1.412 -1.250
C -1.493 -6.903 3.522
O 0.664 1.941 -0.184
C 0.737 3.368 -5.041
C -0.420 -6.328 1.453
N 0.687 -0.723 -0.366
C 0.198 -2.759 0.799
C 1.738 2.416 -4.888
H -1.267 -8.246 1.867
Pt -0.183 0.528 1.169
N -2.258 3.940 1.927
H -1.483 -5.373 5.027
H -0.507 5.979 1.427
N 1.034 -0.019 -1.429
C 0.744 -2.003 -0.297
H -0.437 2.924 -0.943
H -3.044 3.487 2.362
*
```

Values from the calculation:
* ΔE to the lowest compared entry with this formula, charge and spin: 0.6 kcal/mol
* HOMO level: -10.74 eV

# 2
Here is 2 unconnected molecules or ions with the total composition C18H20Cl2F5NO11PS2 from OMol25. Energies are from the ωB97M-V functional and the def2-TZVPD basis.

Structure (ORCA input):
```
! wB97M-V def2-TZVPD RIJCOSX def2/J DEFGRID3
* xyz -1 1
P -1.157 0.770 3.396
Cl -4.452 -3.008 1.690
F 2.198 -2.920 -3.216
O -2.474 1.643 2.613
C 0.123 -1.455 1.844
C 0.164 -2.310 -0.794
H 0.375 2.684 5.032
H 2.912 0.773 4.982
H 1.313 0.739 6.138
O 1.267 -0.145 -0.959
O -5.236 -2.300 2.684
H 1.299 -0.251 4.527
H -1.738 -1.952 0.444
H 4.134 0.858 -2.472
O -1.235 0.799 -0.049
F -0.005 1.563 -7.945
H -0.901 -1.688 3.938
H 3.908 3.029 -4.217
O -0.684 1.209 -2.360
C 3.261 0.846 -3.285
N 2.748 -1.872 -0.001
C 0.806 0.856 -5.541
H 1.763 3.002 -6.118
H -0.660 3.273 1.015
C 1.617 -1.605 -1.003
O -3.157 -2.371 1.553
S 2.555 -4.586 1.422
C 0.971 -0.478 -4.547
C 2.420 -1.691 -2.425
H -1.759 4.906 1.182
H -2.433 3.262 0.349
C 1.884 2.098 -5.383
C 3.122 2.140 -4.305
F -1.447 1.859 -6.062
C -0.406 0.944 -6.661
H 0.898 -2.141 2.425
O -1.481 0.847 4.974
C -2.244 3.098 2.655
C -1.076 -1.085 2.950
C -0.611 -2.281 0.643
Cl -0.097 -4.093 -1.311
C 1.738 0.732 5.035
F 3.897 -1.678 -2.101
H -1.555 3.452 3.552
C 2.188 -0.418 -3.440
O -4.272 -4.385 2.109
C 1.014 2.042 4.291
O 0.294 1.676 3.061
H 0.257 -1.414 -4.590
S -0.428 0.163 -1.205
O -5.144 -2.977 0.417
H 1.918 2.738 3.949
C 2.719 -3.168 0.448
H 0.592 -0.426 1.544
H -3.298 3.618 2.855
H -0.687 -3.415 1.009
O -0.763 -1.487 -1.641
H -2.147 -1.369 2.505
F -1.064 -0.382 -6.793
C -1.742 3.728 1.192
*
```

Values from the calculation:
* HOMO level: -6.53 eV

| no. | calculated total energy (eV) | strongest force on any atom (eV/Å) |
| --- | --- | --- |
| 1 | -113163.8582 | 2.894 |
| 2 | -112570.9744 | 8.110 |